# 1
Entry from OMol25: C5H15AgP as an isolated structure at a distorted geometry (wB97M-V/def2-TZVPD).

## Properties
Frontier orbital gap (alpha / beta)   0.28566 / 0.32506 Eh
LUMO energy (alpha / beta)   -8.98 / -9.80 eV
Multiplicity   2
Total charge   +2
E_HOMO (alpha / beta)   -16.7531 / -18.6483 eV

Each line ends with the Löwdin charge.
CARTESIAN COORDINATES (ANGSTROEM)
C: 1.488 -1.513 0.191  -0.046
C: 1.198 -0.003 0.279  -0.402
C: 2.299 0.705 -0.513  -0.090
C: -0.215 0.345 -0.246  -0.246
C: -1.236 0.021 0.803  -0.193
P: -3.225 -0.198 -0.010  0.937
H: 0.953 -1.969 -0.644  0.093
H: 2.547 -1.709 0.025  0.090
H: 1.235 -2.054 1.103  0.091
H: 1.271 0.293 1.328  0.142
H: 2.137 1.824 -0.579  0.018
H: 2.327 0.386 -1.557  0.107
H: 3.275 0.512 -0.069  0.091
H: -0.375 -0.256 -1.145  0.112
H: -0.285 1.394 -0.541  0.119
H: -1.426 0.771 1.568  0.090
H: -1.125 -0.959 1.267  0.086
H: -2.671 -0.248 -1.291  0.017
H: -3.558 1.030 0.565  0.025
H: -3.369 -1.383 0.714  0.026
H: -4.576 -0.331 -0.555  0.008
Ag: 3.331 3.342 -0.694  0.924

***

# 2
Entry from OMol25: a 8-piece molecular cluster, C8H32O8 overall at a distorted geometry (wB97M-V/def2-TZVPD).

## Properties
Frontier orbital gap (alpha / beta)   0.38605 / 0.06966 Eh
LUMO energy (alpha / beta)   -2.14 / -9.58 eV
Multiplicity   2
ΔE to the lowest compared entry with this formula, charge and spin   2.833 eV
Total charge   +1
E_HOMO (alpha / beta)   -12.6464 / -11.4767 eV

Each line ends with the Löwdin charge.
CARTESIAN COORDINATES (ANGSTROEM)
C: 4.340 -1.776 -0.670  -0.032
O: 4.398 -1.607 0.718  0.101
H: 4.584 -2.830 -0.800  0.107
H: 3.342 -1.560 -1.053  0.107
H: 5.018 -1.080 -1.165  0.129
H: 4.201 -0.697 0.953  0.052
C: 0.338 0.146 -0.917  -0.121
O: 0.225 0.926 0.277  -0.146
H: -0.630 -0.157 -1.317  0.074
H: 0.923 0.747 -1.612  0.093
H: 0.850 -0.775 -0.636  0.063
H: -0.221 0.444 0.976  0.031
C: 2.853 0.395 2.598  -0.127
O: 4.109 0.799 2.039  -0.105
H: 2.617 -0.648 2.385  0.074
H: 2.871 0.472 3.686  0.089
H: 2.021 1.031 2.300  0.079
H: 3.985 1.697 1.721  0.100
C: -3.169 1.355 2.689  -0.130
O: -3.189 2.761 2.422  -0.145
H: -2.305 0.838 2.273  0.053
H: -3.346 1.240 3.759  0.086
H: -4.095 1.141 2.155  0.083
H: -3.805 3.116 3.068  0.076
C: -2.829 1.156 -3.334  -0.190
O: -3.583 2.235 -3.732  -0.107
H: -3.410 0.256 -3.534  0.091
H: -1.953 1.133 -3.983  0.084
H: -2.462 1.326 -2.322  0.056
H: -4.520 2.038 -3.666  0.088
C: 1.306 -4.101 -2.413  -0.111
O: 2.301 -4.604 -1.438  -0.140
H: 1.587 -4.221 -3.459  0.077
H: 0.358 -4.610 -2.237  0.077
H: 1.123 -3.035 -2.277  0.050
H: 1.902 -5.309 -0.923  0.066
C: -1.878 4.037 -0.841  -0.076
O: -0.535 3.604 -0.858  0.027
H: -1.906 5.103 -0.614  0.104
H: -2.349 3.985 -1.822  0.099
H: -2.470 3.516 -0.089  0.085
H: -0.458 2.710 -0.517  0.052
C: -1.257 -2.042 1.747  -0.073
O: -0.210 -1.103 2.226  -0.165
H: -1.335 -2.262 0.682  0.081
H: -1.137 -2.967 2.311  0.083
H: -2.173 -1.561 2.089  0.067
H: -0.023 -1.261 3.154  0.086